Density functional theory data (wB97M-V/def2-TZVPD) for a structure of composition C13H12AsBrF5N3RhS5 at a distorted geometry.

Computed properties:
- multiplicity = 1
- HOMO energy (alpha / beta) (eV) = -3.8662 / -3.8662
- LUMO level (alpha / beta) (Eh) = 0.0454 / 0.0453
- total charge = -1
- energy relative to the best compared isomer or geometry (same formula, charge and spin) (kJ/mol) = 196.7

Positions of all 41 atoms, in Å:
1 Rh -0.123 0.175 1.338
2 S -2.677 1.817 5.251
3 As -1.670 0.425 4.024
4 S 0.407 0.996 3.644
5 S -2.441 0.264 1.959
6 S -1.744 -1.498 4.952
7 N 0.715 -1.957 2.427
8 C 2.130 -1.819 2.742
9 C 2.879 -1.398 1.476
10 N 2.314 -0.154 0.978
11 H 0.150 -1.988 3.280
12 H 0.554 -2.817 1.910
13 H 2.567 -2.745 3.137
14 H 2.237 -1.038 3.500
15 H 2.741 -2.169 0.715
16 H 3.952 -1.311 1.698
17 H 2.695 0.080 0.069
18 H 2.534 0.611 1.613
19 Br -4.225 -2.075 -3.111
20 C -2.700 -1.836 -2.007
21 C -1.583 -1.166 -2.484
22 C -0.518 -0.977 -1.621
23 N -0.502 -1.412 -0.354
24 C -1.559 -2.137 0.048
25 C -2.680 -2.361 -0.721
26 H -1.555 -0.785 -3.492
27 H 0.370 -0.455 -1.964
28 H -1.515 -2.558 1.044
29 H -3.518 -2.910 -0.323
30 F -0.040 2.958 -5.230
31 C 0.083 2.883 -3.891
32 C 1.200 3.416 -3.252
33 F 2.137 4.040 -3.987
34 C 1.347 3.289 -1.884
35 F 2.450 3.793 -1.307
36 C 0.384 2.635 -1.091
37 S 0.559 2.474 0.602
38 C -0.754 2.154 -1.765
39 F -1.700 1.538 -1.038
40 C -0.906 2.258 -3.134
41 F -1.996 1.759 -3.747

Atom charges from the Mulliken analysis, given in e for atoms 1 to 2: 0.686 -0.547